# 1
10
Properties=species:S:1:pos:R:3:forces:R:3:lowdin_charge:R:1 method="wB97M-V/def2-TZVPD" total_charge=-1 homo_energy_ev=-3.78 orbital_gap_ev=7.90
H 0.495 2.079 -0.719 -0.27 -1.51 -0.16 0.05
H 1.443 1.523 0.651 -0.56 -1.02 -0.31 0.04
C -3.928 1.193 0.009 0.07 0.89 0.26 -0.18
H -0.300 -1.938 -0.711 1.00 -0.35 -0.64 0.04
C -0.575 -1.061 -0.172 -2.98 -2.28 0.33 -0.03
H -1.711 -1.291 0.143 1.72 1.36 0.20 0.06
C 0.719 1.158 -0.120 0.98 2.28 0.86 -0.08
O -3.298 -1.089 0.362 0.18 -2.10 0.64 -0.26
C 0.104 0.006 -0.098 0.66 1.71 -0.34 -0.24
N -3.548 0.126 0.280 -0.80 1.02 -0.83 -0.39



# 2
11
Properties=species:S:1:pos:R:3:forces:R:3:lowdin_charge:R:1 method="wB97M-V/def2-TZVPD" total_charge=-1 homo_energy_ev="-0.83 / -0.83" orbital_gap_ev="4.12 / 4.12"
C -0.843 -1.231 0.137 2.78 -2.06 -0.81 -0.08
H -1.396 1.895 -0.330 0.23 -0.19 -0.81 -0.04
H 0.201 -1.783 -0.202 -1.80 1.95 1.01 0.11
N -1.482 0.238 -1.886 -1.48 -1.43 -0.93 0.00
O 2.228 2.066 0.803 1.03 -0.74 0.68 0.17
H -1.415 -2.139 -0.097 -0.94 0.57 0.36 0.04
C 2.538 0.960 1.002 -1.60 -0.35 -1.03 -0.45
C -1.038 -0.058 -0.752 0.00 -2.70 0.47 -0.67
H -0.760 -0.991 1.225 -0.20 -0.26 -0.92 0.06
O 2.683 -0.201 1.103 0.52 1.16 0.31 0.15
C -0.715 1.244 -1.004 1.46 4.05 1.68 -0.29



# 3
16
Properties=species:S:1:pos:R:3:forces:R:3:lowdin_charge:R:1 method="wB97M-V/def2-TZVPD" total_charge=-2 homo_energy_ev=-0.47 orbital_gap_ev=6.38
C 1.882 -1.413 -1.540 1.04 -0.30 -0.18 -0.53
O -2.359 0.634 -1.308 0.41 0.09 0.05 -0.42
H -1.407 2.439 1.480 0.16 0.00 -0.02 -0.02
O -0.970 3.309 1.655 -0.05 0.18 0.03 -0.13
H -1.302 0.211 1.774 0.33 -0.04 0.63 0.02
O -2.538 -1.457 0.214 0.47 0.18 -0.09 -0.43
N 2.685 -1.338 -0.365 0.46 -0.33 -0.82 0.15
H -0.240 3.294 1.029 -0.02 -0.06 0.00 0.01
P -1.794 -0.216 -0.212 -0.66 0.06 0.55 0.22
C 2.398 -0.992 0.761 -0.68 0.46 0.95 -0.39
H -0.021 -1.111 -2.367 -0.10 0.02 0.03 0.09
C -0.014 -0.576 -0.250 0.25 -0.31 -0.19 -0.12
C 0.503 -1.019 -1.412 -0.80 0.34 0.07 -0.23
O 2.538 -0.749 1.910 -0.15 -0.08 -0.38 0.07
O 2.433 -1.808 -2.565 -0.32 0.15 0.32 -0.02
O -1.793 0.792 1.196 -0.33 -0.35 -0.95 -0.28



# 4
16
Properties=species:S:1:pos:R:3:forces:R:3:lowdin_charge:R:1 method="wB97M-V/def2-TZVPD" total_charge=-1 homo_energy_ev=-3.50 orbital_gap_ev=6.69
C 0.707 -0.755 -0.988 -3.71 2.32 -0.64 -0.33
H 1.105 -0.380 -2.730 0.32 -0.35 0.22 0.07
O 0.265 0.913 -3.270 -0.34 0.22 -0.01 -0.36
O 1.451 -1.061 -2.051 0.19 0.05 0.14 0.04
O -1.826 1.246 0.638 0.10 -0.19 0.10 0.03
C 0.045 -0.314 1.103 -0.77 0.60 0.18 -0.30
O -2.046 0.136 -3.164 0.22 0.24 0.09 -0.35
C -0.512 0.075 -1.033 3.49 -2.17 -0.84 -0.16
O 0.112 -0.437 2.484 0.07 -0.05 -0.30 0.04
H -0.609 0.109 2.811 0.00 0.00 0.10 0.10
C -0.835 0.363 0.297 0.16 -0.07 0.61 -0.29
H -1.973 1.729 -0.207 -0.08 0.14 0.28 0.07
S -1.003 0.898 -2.499 -0.10 -0.51 0.32 0.49
O -1.458 2.203 -2.001 0.14 -0.08 -0.19 -0.36
N 0.962 -0.995 0.318 0.34 -0.20 0.07 0.15
H 1.710 -1.552 0.697 -0.05 0.06 -0.14 0.16



# 5
11
Properties=species:S:1:pos:R:3:forces:R:3:lowdin_charge:R:1 method="wB97M-V/def2-TZVPD" total_charge=-1 homo_energy_ev=-3.78 orbital_gap_ev=7.59
N -0.827 3.099 0.079 0.10 0.17 0.06 0.12
S -3.590 -0.311 -0.671 -0.99 -0.27 -0.89 0.44
H 1.173 0.085 -0.128 0.05 -0.03 0.06 0.07
C 0.224 -0.224 0.319 0.11 0.14 -0.03 -0.10
C -0.857 1.958 -0.071 0.07 1.07 0.10 -0.27
H 0.078 -1.287 0.127 -0.02 -0.01 0.01 0.08
H 0.273 -0.068 1.395 -0.02 -0.03 0.06 0.07
O -2.402 -0.100 1.656 0.26 0.06 0.36 -0.09
C -2.419 0.010 0.451 2.03 0.63 -0.27 -1.04
H -1.069 0.352 -1.336 0.05 0.09 0.21 0.09
C -0.933 0.560 -0.270 -1.64 -1.82 0.32 -0.38



# 6
11
Properties=species:S:1:pos:R:3:forces:R:3:lowdin_charge:R:1 method="wB97M-V/def2-TZVPD" total_charge=+1 homo_energy_ev="-14.48 / -14.49" orbital_gap_ev="6.39 / 6.39"
O -1.932 0.639 0.178 0.07 0.94 -0.47 0.19
H -0.807 -2.881 0.418 0.33 1.68 -0.82 0.16
C -1.059 -1.815 0.075 0.49 -3.99 0.74 0.12
C -0.767 0.536 -0.042 -0.01 -0.32 0.49 -0.40
H -2.080 -1.725 -0.171 -1.43 0.76 0.04 0.12
N -0.279 -0.864 -0.028 4.09 1.08 -0.03 0.03
C 1.639 1.026 -0.040 0.64 1.44 -0.61 -0.47
H 2.548 1.781 -0.091 -1.93 -1.55 0.13 0.16
C 0.348 1.456 -0.102 1.97 -2.86 0.19 -0.05
S 2.113 -0.609 -0.058 -3.13 -0.63 0.42 1.07
H 0.277 2.455 -0.141 -1.09 3.44 -0.09 0.09



# 7
10
Properties=species:S:1:pos:R:3:forces:R:3:lowdin_charge:R:1 method="wB97M-V/def2-TZVPD" total_charge=+1 spin_multiplicity=3 homo_energy_ev="-12.28 / -16.11" s_squared=2.010 orbital_gap_ev="6.65 / 8.68"
H 0.839 1.800 0.984 -0.29 3.09 0.69 0.10
S -0.125 -0.248 1.993 -0.31 0.38 0.75 1.13
C 0.787 0.800 0.836 0.24 -3.92 -1.39 -0.34
H -2.186 -1.120 1.034 -1.77 -0.90 0.72 0.04
C -0.820 -0.316 -0.639 -2.03 -0.36 4.25 0.08
C 1.613 0.190 -0.153 3.15 -1.06 0.36 0.01
H 2.564 0.178 -0.664 -0.04 0.06 0.11 0.14
H -1.532 -0.270 -1.530 1.37 -0.54 1.15 0.17
C -1.283 -0.648 0.878 2.48 1.23 -5.42 -0.28
N 0.366 0.302 -0.560 -2.81 2.02 -1.22 -0.04



# 8
9
Properties=species:S:1:pos:R:3:forces:R:3:lowdin_charge:R:1 method="wB97M-V/def2-TZVPD" homo_energy_ev="-9.16 / -9.16" orbital_gap_ev="7.00 / 7.00"
C 1.556 -0.480 -0.093 -2.24 1.47 0.91 0.01
O -0.042 1.334 0.472 -4.91 -2.77 0.22 -0.03
C -2.586 -0.439 -0.162 3.84 2.07 1.14 0.04
H -3.475 -0.868 -0.149 -3.50 -1.85 -0.45 -0.03
H 0.933 -1.328 0.248 -0.22 0.77 -0.31 0.05
H 2.454 -0.871 -0.530 0.57 0.95 -0.08 0.03
C -1.616 0.084 0.338 3.62 2.65 -0.34 0.11
H 1.701 1.756 -0.163 -0.52 -1.45 -0.06 0.15
C 1.075 0.812 0.040 3.36 -1.85 -1.03 -0.35



# 9
9
Properties=species:S:1:pos:R:3:forces:R:3:lowdin_charge:R:1 method="wB97M-V/def2-TZVPD" homo_energy_ev="-9.04 / -9.10" orbital_gap_ev="8.89 / 8.99"
C 0.964 1.044 -0.005 0.97 1.28 -0.05 -0.11
O 1.795 0.003 0.000 -0.26 -0.16 0.00 0.01
H -0.471 2.526 -0.020 0.17 0.38 0.00 0.06
C -0.252 -1.477 -0.005 -1.43 0.70 -0.03 -0.01
H -1.141 -0.816 -0.036 0.47 -0.46 0.00 0.05
C -0.248 1.478 0.005 -1.48 -0.61 0.03 -0.01
C 0.966 -1.050 0.006 0.97 -1.19 0.04 -0.10
H -0.478 -2.526 0.020 0.18 -0.37 0.00 0.06
H -1.135 0.818 0.037 0.39 0.42 0.00 0.04



# 10
9
Properties=species:S:1:pos:R:3:forces:R:3:lowdin_charge:R:1 method="wB97M-V/def2-TZVPD" homo_energy_ev=-10.50 orbital_gap_ev=9.49
C -1.122 0.056 -1.563 0.39 0.07 0.38 0.27
H 1.527 -0.703 0.138 -0.12 0.14 -0.08 0.09
H -2.278 -0.198 0.677 0.28 -0.07 0.05 0.12
O -0.624 -0.532 1.795 -0.26 0.23 -0.54 0.06
C -0.382 0.036 -0.490 -0.01 0.00 -0.19 -0.41
C -1.177 -0.255 0.756 -0.07 -0.17 0.45 -0.26
H 1.327 1.046 0.319 -0.10 -0.17 -0.10 0.09
H 1.612 0.356 -1.296 -0.16 -0.05 0.14 0.08
C 1.117 0.194 -0.336 0.05 0.02 -0.11 -0.05



# 11
9
Properties=species:S:1:pos:R:3:forces:R:3:lowdin_charge:R:1 method="wB97M-V/def2-TZVPD" homo_energy_ev=-8.46 orbital_gap_ev=8.99
C 0.677 -1.034 0.290 -3.30 2.16 2.05 0.02
C -0.124 1.159 -0.968 -0.65 -0.74 1.19 -0.15
C -0.031 -0.401 1.231 1.44 -2.18 -3.27 -0.02
O -0.169 1.817 -1.976 -0.40 -1.72 1.24 0.03
H 1.533 -1.401 -0.158 1.44 -0.95 -0.30 0.08
H -0.236 -0.199 2.211 -0.12 0.64 2.25 0.07
C -0.643 -0.456 -0.087 2.46 3.16 -2.46 -0.17
H -1.486 -0.921 -0.477 -1.35 -1.07 -0.39 0.07
H 0.479 1.435 -0.065 0.48 0.69 -0.32 0.07



# 12
9
Properties=species:S:1:pos:R:3:forces:R:3:lowdin_charge:R:1 method="wB97M-V/def2-TZVPD" homo_energy_ev=-8.56 orbital_gap_ev=8.40
C -0.914 -0.533 0.769 0.25 0.26 -0.37 -0.03
C -0.466 0.543 1.467 -0.09 -0.06 0.11 -0.19
C 0.159 -0.691 -1.579 -0.20 -0.16 -0.03 -0.02
H -0.983 1.079 2.257 -0.05 -0.09 -0.09 0.12
H 1.012 0.682 0.364 0.17 0.12 0.39 0.10
C -0.488 -0.722 -0.434 0.13 0.12 0.02 -0.15
H -0.308 -0.540 -2.543 -0.06 -0.25 0.00 0.05
H 1.236 -0.854 -1.544 -0.17 0.11 -0.08 0.06
O 0.752 1.037 1.243 0.00 -0.05 0.05 0.05



# 13
9
Properties=species:S:1:pos:R:3:forces:R:3:lowdin_charge:R:1 method="wB97M-V/def2-TZVPD" homo_energy_ev="-7.53 / -7.58" orbital_gap_ev="8.08 / 7.61"
H -3.418 0.653 1.355 0.09 0.00 -0.08 0.02
O 0.412 -0.398 -0.763 -1.32 -0.10 -0.45 -0.07
C 0.055 0.443 0.186 -0.28 0.35 0.69 -0.17
H 1.809 -1.357 -1.867 -0.13 -0.01 0.05 0.07
C 1.620 -0.808 -0.960 1.49 -0.31 -0.08 -0.03
C -2.423 0.593 0.980 0.11 0.01 -0.10 0.11
H 0.855 0.920 0.741 -0.14 -0.01 0.02 0.12
C -1.292 0.515 0.558 0.15 0.03 0.07 -0.13
H 2.381 -0.561 -0.230 0.03 0.04 -0.12 0.07



# 14
9
Properties=species:S:1:pos:R:3:forces:R:3:lowdin_charge:R:1 method="wB97M-V/def2-TZVPD" homo_energy_ev="-9.40 / -9.37" orbital_gap_ev="8.49 / 8.08"
H -0.152 1.609 -0.889 -0.66 2.24 -3.42 0.02
C 0.033 1.170 -0.013 2.33 -7.03 2.54 0.13
C 0.155 -1.108 -0.012 -0.76 2.90 -1.56 0.08
C 1.207 -0.054 -0.036 1.62 1.48 0.23 -0.41
H -1.852 0.048 -0.016 -1.09 -0.52 -0.48 0.07
O 2.408 -0.043 -0.063 -1.18 0.00 -0.06 0.08
H 0.057 -1.738 -0.951 -0.05 0.61 1.39 0.12
C -0.880 -0.017 0.393 -0.19 1.34 3.89 -0.24
H -0.976 0.134 1.587 -0.03 -1.02 -2.53 0.15



# 15
9
Properties=species:S:1:pos:R:3:forces:R:3:lowdin_charge:R:1 method="wB97M-V/def2-TZVPD" homo_energy_ev=-10.42 orbital_gap_ev=10.76
H -0.766 1.008 -0.927 -0.23 -0.02 0.09 0.08
H 3.125 0.691 -0.372 -0.09 -0.12 0.04 0.04
O -0.590 -1.956 0.242 0.20 0.50 -0.07 0.09
H -1.279 0.912 0.763 0.04 -0.08 -0.12 0.10
C 2.187 0.202 -0.226 -0.34 -0.31 0.13 0.15
C -1.198 0.344 -0.172 -0.12 0.00 -0.04 -0.02
H -2.188 -0.009 -0.464 0.12 0.00 0.04 0.09
C 1.142 -0.371 -0.050 0.55 0.27 -0.11 -0.05
C -0.253 -0.812 0.038 -0.14 -0.23 0.05 -0.48



# 16
9
Properties=species:S:1:pos:R:3:forces:R:3:lowdin_charge:R:1 method="wB97M-V/def2-TZVPD" spin_multiplicity=3 homo_energy_ev="-6.69 / -10.08" s_squared=2.020 orbital_gap_ev="6.98 / 8.23"
C -1.985 -0.384 -0.141 -1.73 -0.49 0.55 -0.13
O -3.146 -0.388 0.090 2.85 0.02 -0.54 0.17
H 2.684 0.720 0.555 -4.05 -1.29 0.06 0.13
C -0.668 -0.490 -0.438 0.67 1.08 -2.05 -0.13
C 0.481 -0.525 0.442 -3.28 0.29 2.02 -0.22
H 1.573 1.028 -0.694 -1.10 1.01 -2.21 -0.02
H 0.141 -0.387 1.524 0.34 -1.06 -1.09 0.11
C 1.380 0.560 0.206 6.87 1.42 1.12 -0.08
H -0.460 -0.134 -1.544 -0.56 -0.97 2.13 0.16



# 17
10
Properties=species:S:1:pos:R:3:forces:R:3:lowdin_charge:R:1 method="wB97M-V/def2-TZVPD" homo_energy_ev=-9.45 orbital_gap_ev=9.50
C -0.109 0.706 -0.410 -0.08 -0.69 -0.04 0.01
C 0.204 0.413 -1.673 -0.07 0.20 -0.08 -0.20
H -0.505 0.432 -2.491 0.14 0.40 -0.13 0.13
H -0.485 0.938 2.489 -0.01 0.01 -0.09 0.12
O -0.729 -1.063 2.639 -0.01 0.54 0.04 0.03
O 1.418 -0.014 -2.039 0.13 0.20 -0.01 0.06
H -0.682 -1.161 0.199 -0.05 -0.15 0.24 0.12
C -0.493 -0.143 0.533 0.01 -0.23 -0.03 -0.11
C -0.588 -0.044 1.994 -0.03 -0.22 0.27 -0.28
H 1.969 -0.064 -1.241 -0.03 -0.06 -0.16 0.12



# 18
10
Properties=species:S:1:pos:R:3:forces:R:3:lowdin_charge:R:1 method="wB97M-V/def2-TZVPD" homo_energy_ev=-9.59 orbital_gap_ev=10.47
C -0.281 -0.596 1.034 0.61 0.24 0.12 0.02
O 1.393 -1.424 -0.430 -0.57 -0.75 -0.49 0.11
H -1.292 0.028 -1.474 0.27 -0.02 0.12 0.14
H 0.374 0.405 -2.066 -0.03 0.12 0.17 0.14
C 0.336 -0.867 -0.278 0.41 -0.23 -0.25 -0.41
O -0.166 1.309 -0.265 -0.07 0.07 0.10 -0.05
H 0.170 1.382 1.774 -0.70 0.40 0.08 0.14
H -0.126 -1.185 1.925 0.05 0.07 -0.07 0.11
C -0.244 0.208 -1.192 0.11 -0.04 -0.11 -0.07
C -0.164 0.739 0.973 -0.09 0.15 0.33 -0.12



# 19
10
Properties=species:S:1:pos:R:3:forces:R:3:lowdin_charge:R:1 method="wB97M-V/def2-TZVPD" homo_energy_ev=-10.12 orbital_gap_ev=10.78
C -0.984 0.574 0.336 0.13 0.69 0.15 -0.04
C 0.911 -0.197 0.083 0.54 -0.74 -0.25 -0.26
H -0.160 2.676 0.639 -0.23 0.09 0.07 0.06
O -0.736 -1.434 -1.090 -0.09 0.17 -0.16 0.00
C -0.536 1.687 0.520 -0.92 0.00 0.06 0.15
O 1.415 0.019 -0.997 0.14 -0.44 0.53 0.04
H 1.347 0.056 1.058 0.19 0.07 -0.09 0.14
H -0.744 -1.486 0.964 0.16 0.23 -0.20 0.15
H -0.004 -1.072 -1.636 -0.33 -0.19 -0.27 0.09
C -0.509 -0.822 0.123 0.41 0.12 0.17 -0.34



# 20
10
Properties=species:S:1:pos:R:3:forces:R:3:lowdin_charge:R:1 method="wB97M-V/def2-TZVPD" homo_energy_ev=-10.34 orbital_gap_ev=11.04
C 2.186 -0.542 -0.392 -0.45 0.14 0.16 0.14
O -0.444 1.681 0.102 -0.07 0.02 -0.13 0.00
H 3.122 -0.902 -0.761 -0.17 0.07 0.08 0.03
H -1.159 -1.639 0.286 0.00 0.10 -0.04 0.14
C -0.169 0.374 0.502 0.06 -0.16 0.05 -0.38
C -1.238 -0.582 -0.025 -0.36 0.11 -0.28 -0.18
C 1.135 -0.124 0.020 0.50 -0.15 -0.15 -0.07
O -2.109 -0.187 -0.762 0.42 -0.20 0.37 0.08
H -0.182 0.314 1.601 0.01 -0.01 -0.13 0.16
H -1.142 1.608 -0.572 0.05 0.08 0.08 0.09



The records above give, respectively, energy relative to the best compared isomer or geometry (same formula, charge and spin) values of 25.9 528.1 169.1 0.0 0.0 64.4 198.7 671.4 572.1 319.9 393.3 307.4 428.2 447.6 133.9 176.8 240.4 124.6 278.6 189.3 kJ/mol.
The records above give, respectively, molar mass values of 82.08 98.08 193.05 194.14 114.15 114.15 98.15 68.08 68.08 68.08 68.08 68.08 68.08 68.08 68.07 68.08 84.07 84.07 84.07 84.07 g mol⁻¹.